Record 1
Below is a single C5H7NO molecule in a non-equilibrium geometry, with properties calculated with the ωB97M-V functional and the def2-TZVPD basis.

Last column: Mulliken charge in e.
Atoms and positions in Å:
O: 0.8381 -1.9725 -1.5593  -0.507
C: 0.5086 -1.1869 -0.7110  0.333
C: -0.9139 -1.0846 -0.1064  -0.651
C: -1.3074 0.3734 -0.0219  -0.242
C: -0.3914 1.3286 0.1079  -0.289
C: 1.0719 1.0289 0.2753  -0.500
N: 1.4651 -0.3665 -0.0220  -0.414
H: -1.0054 -1.5344 0.9038  0.274
H: -1.5828 -1.6607 -0.7423  0.332
H: -2.3634 0.6280 -0.0782  0.370
H: -0.6794 2.3775 0.1021  0.371
H: 1.3580 1.2127 1.3197  0.313
H: 1.6771 1.7241 -0.3193  0.273
H: 1.3249 -0.8675 0.8518  0.338

Results
HOMO energy in eV: -9.63
Maximum force in Eh/bohr: 0.022
Net charge: 0
SMILES: O=C1CC=CCN1
Energy above the lowest of the compared OMol25 structures with the same formula, charge and spin in kcal/mol: 28.81

Record 2
Below is 10 unconnected molecules or ions with the total composition C29H85Br2O36P9 in a non-equilibrium geometry, with properties calculated with the ωB97M-V functional and the def2-TZVPD basis.

Last column: Mulliken charge in e.
Atoms and positions in Å:
C: 0.9144 -0.3990 9.6480  -0.615
O: 0.6620 -1.4116 8.6962  -0.326
P: -0.2643 -0.9232 7.3797  0.989
O: 0.4394 -0.1993 6.2881  -0.650
O: -1.0127 -2.2863 6.9607  -0.299
C: -0.3693 -3.4312 6.3614  -0.588
O: -1.3912 0.0057 8.0425  -0.290
C: -1.6988 1.2565 7.4040  -0.706
H: 0.0990 0.3217 9.7108  0.253
H: 1.8468 0.1472 9.5058  0.263
H: 0.8979 -0.8594 10.6359  0.276
H: -0.0202 -3.2966 5.3376  0.261
H: -1.1127 -4.2282 6.3463  0.222
H: 0.4539 -3.6710 7.0344  0.302
H: -2.2465 1.8970 8.0953  0.282
H: -2.3842 1.0473 6.5827  0.316
H: -0.9205 1.9721 7.1391  0.308
C: -0.3695 -3.0534 -0.6016  -0.762
O: -0.3170 -2.0359 -1.5789  -0.347
P: 0.0050 -0.4776 -1.3358  0.970
O: -0.1364 0.2575 -2.5881  -0.622
O: 1.5545 -0.4529 -0.6703  -0.205
C: 2.6497 -1.0436 -1.2457  -0.638
O: -1.1560 -0.1833 -0.1133  -0.289
C: -1.3441 1.1738 0.2612  -0.733
H: -1.3804 -3.4536 -0.5244  0.324
H: -0.1355 -2.6554 0.3858  0.318
H: 0.4268 -3.7955 -0.6585  0.297
H: 2.6658 -0.7665 -2.2997  0.307
H: 2.5946 -2.1322 -1.2492  0.245
H: 3.6276 -0.8261 -0.8159  0.264
H: -1.0726 1.8835 -0.5203  0.319
H: -0.7429 1.3798 1.1468  0.290
H: -2.3318 1.5080 0.5789  0.264
C: -10.3904 3.4320 5.4817  -0.685
O: -10.3774 3.4596 4.0651  -0.276
P: -9.7612 2.1854 3.2397  0.922
O: -10.5658 0.9666 3.1979  -0.668
O: -8.2527 2.1578 3.9115  -0.225
C: -7.3825 1.0008 3.9264  -0.679
O: -9.5345 2.8233 1.8165  -0.262
C: -10.2062 3.8652 1.3123  -0.637
H: -11.2814 4.0137 5.7182  0.275
H: -9.4979 3.8761 5.9226  0.230
H: -10.5852 2.4394 5.8877  0.335
H: -6.5347 1.1283 3.2532  0.253
H: -7.8757 0.1386 3.4776  0.300
H: -7.1561 0.8063 4.9747  0.255
H: -9.8174 4.1096 0.3237  0.244
H: -10.1939 4.7538 1.9433  0.290
H: -11.2680 3.6216 1.2781  0.327
C: 7.9643 -6.9759 1.6616  -0.723
O: 6.6588 -6.5687 1.4029  -0.269
P: 5.3738 -7.0286 2.3640  0.910
O: 5.8272 -7.2502 3.7881  -0.694
O: 4.4383 -5.7923 2.2214  -0.158
C: 4.8783 -4.6536 2.9088  -0.640
O: 4.5067 -8.2916 1.6673  -0.269
C: 3.6590 -9.1803 2.3862  -0.640
H: 8.2622 -7.8629 1.1026  0.297
H: 8.2147 -7.2509 2.6862  0.328
H: 8.6801 -6.2019 1.3849  0.256
H: 4.5715 -3.7201 2.4371  0.232
H: 5.9511 -4.4881 3.0079  0.278
H: 4.3318 -4.6240 3.8514  0.269
H: 2.6323 -8.8185 2.3308  0.271
H: 3.9363 -9.1729 3.4403  0.325
H: 3.6111 -10.1759 1.9452  0.227
C: -1.3231 8.0381 -1.7496  -0.708
O: -0.8402 7.4392 -2.9457  -0.332
P: -1.7719 6.4461 -3.8022  1.020
O: -2.6375 5.5485 -2.9796  -0.675
O: -2.6136 7.5130 -4.7513  -0.289
C: -1.9557 8.2847 -5.7704  -0.584
O: -0.8238 5.7304 -4.8321  -0.262
C: -1.3895 5.1141 -5.9821  -0.838
H: -2.3697 7.8351 -1.5229  0.345
H: -1.2799 9.1268 -1.7828  0.276
H: -0.6242 7.7880 -0.9514  0.251
H: -2.6580 8.8126 -6.4156  0.259
H: -1.2237 7.7182 -6.3460  0.255
H: -1.4581 9.1559 -5.3443  0.253
H: -2.4547 5.0770 -6.2104  0.372
H: -1.1340 4.0707 -6.1666  0.355
H: -1.1514 5.6469 -6.9027  0.298
C: -5.6192 7.3034 2.7148  -0.723
O: -6.9636 7.6717 3.1443  -0.242
P: -7.2920 9.0533 3.8717  0.933
O: -8.6914 9.0794 4.4598  -0.677
O: -6.1083 9.0520 4.9116  -0.302
C: -5.9323 8.2705 6.1447  -0.685
O: -6.7370 10.1088 2.8033  -0.276
C: -7.3647 11.4477 2.6939  -0.757
H: -5.2938 6.3507 3.1326  0.275
H: -4.8243 8.0429 2.8120  0.317
H: -5.7313 7.1209 1.6460  0.317
H: -5.2840 7.4088 5.9855  0.270
H: -6.8765 7.8461 6.4860  0.319
H: -5.5415 8.8095 7.0078  0.281
H: -6.8408 12.2596 2.1896  0.332
H: -7.8543 11.7358 3.6242  0.308
H: -8.2281 11.5874 2.0435  0.312
C: 3.1982 -11.6462 -3.1721  -0.649
O: 1.9684 -10.9801 -3.3754  -0.240
P: 1.8455 -9.7326 -4.3993  0.935
O: 2.5970 -9.8429 -5.6836  -0.702
O: 0.2549 -9.5174 -4.5701  -0.270
C: -0.2985 -10.2961 -5.6454  -0.703
O: 2.1316 -8.5764 -3.3775  -0.178
C: 2.5240 -7.2121 -3.9509  -0.640
H: 4.0082 -11.1221 -3.6793  0.328
H: 3.1177 -12.6712 -3.5342  0.238
H: 3.0958 -11.6995 -2.0883  0.227
H: -1.0713 -10.9029 -5.1735  0.261
H: 0.4299 -10.9908 -6.0637  0.305
H: -0.9798 -9.7560 -6.3028  0.282
H: 2.7726 -7.3040 -5.0082  0.343
H: 3.3917 -6.9385 -3.3505  0.226
H: 1.6987 -6.5442 -3.7042  0.238
C: 3.4282 0.5511 -6.6889  -0.659
O: 4.3258 -0.1743 -7.5519  -0.306
P: 4.7566 -1.6823 -7.1021  0.931
O: 3.5749 -2.5115 -6.6667  -0.652
O: 5.5672 -2.2858 -8.3382  -0.306
C: 4.9958 -2.8302 -9.4723  -0.741
O: 5.8947 -1.3576 -5.9799  -0.234
C: 7.0986 -0.6548 -6.1428  -0.664
H: 2.4812 0.0174 -6.6090  0.301
H: 3.1947 1.5911 -6.9171  0.290
H: 3.8256 0.5349 -5.6740  0.274
H: 5.5236 -2.1744 -10.1647  0.305
H: 3.9353 -2.7252 -9.7012  0.324
H: 5.2705 -3.8594 -9.7034  0.266
H: 7.0455 0.3640 -6.5266  0.307
H: 7.7080 -1.0809 -6.9398  0.277
H: 7.6384 -0.5281 -5.2044  0.285
C: 7.3843 7.1495 -0.3246  -0.590
O: 8.0449 6.2890 0.5526  -0.338
P: 7.6312 4.6397 0.7057  0.999
O: 8.5539 4.0167 1.6787  -0.687
O: 6.0427 4.6770 1.0840  -0.272
C: 5.1878 3.6652 0.5756  -0.651
O: 7.8611 3.9546 -0.7605  -0.265
C: 9.0862 3.9971 -1.4480  -0.670
H: 7.9055 7.2505 -1.2766  0.244
H: 7.1819 8.1450 0.0703  0.266
H: 6.3629 6.7775 -0.4053  0.258
H: 4.4491 3.4716 1.3534  0.258
H: 5.7300 2.7272 0.4569  0.361
H: 4.6970 4.0336 -0.3253  0.254
H: 8.8545 4.0500 -2.5117  0.241
H: 9.6919 3.1331 -1.1747  0.279
H: 9.7559 4.7775 -1.0865  0.314
Br: -2.1965 -8.4723 0.1474  -0.157
C: -4.0584 -8.2902 -0.5219  -0.665
C: -4.3459 -8.9522 -1.9303  -0.536
Br: -6.3181 -8.5935 -2.3974  -0.166
H: -4.3158 -7.2315 -0.5539  0.399
H: -4.7411 -8.7085 0.2177  0.382
H: -4.0124 -9.9864 -1.8445  0.385
H: -3.7376 -8.4640 -2.6916  0.358

Results
HOMO energy in eV: -10.34
Maximum force in Eh/bohr: 0.084
Net charge: 0
SMILES: COP(=O)(OC)OC.COP(=O)(OC)OC.COP(=O)(OC)OC.COP(=O)(OC)OC.COP(=O)(OC)OC.COP(=O)(OC)OC.COP(=O)(OC)OC.COP(=O)(OC)OC.COP(=O)(OC)OC.BrCCBr
Energy above the lowest of the compared OMol25 structures with the same formula, charge and spin in kcal/mol: 145.67

Record 3
Below is 8 unconnected molecules or ions with the total composition C18H24Cl6F4O15 in a non-equilibrium geometry, with properties calculated with the ωB97M-V functional and the def2-TZVPD basis.

Last column: Mulliken charge in e.
Atoms and positions in Å:
O: -0.9715 6.5137 7.8894  -0.532
C: -0.7092 6.1898 6.7220  0.627
O: 0.5680 5.9439 6.2124  -0.313
C: 0.5231 5.6418 4.8332  -0.355
C: -0.9582 5.3987 4.6497  0.315
F: -1.2594 4.0952 4.8011  -0.305
O: -1.6084 6.0694 5.6939  -0.295
H: 0.9300 6.4953 4.2910  0.272
H: 1.1117 4.7921 4.4873  0.293
H: -1.3259 5.6763 3.6618  0.290
O: -2.5000 -0.8586 -5.0313  -0.555
C: -2.3497 -1.9046 -5.6059  0.669
O: -3.3632 -2.6235 -5.9922  -0.316
C: -2.9129 -3.8507 -6.5464  -0.442
C: -1.5287 -3.4079 -6.9504  0.282
F: -1.5847 -2.8365 -8.1813  -0.282
O: -1.1904 -2.4641 -5.9970  -0.279
H: -2.8954 -4.5631 -5.7217  0.292
H: -3.5086 -4.3225 -7.3278  0.318
H: -0.8406 -4.2521 -6.9934  0.312
O: 0.2592 5.9732 -0.5592  -0.549
C: 0.7624 5.3007 -1.4215  0.666
O: 1.9207 4.6775 -1.1964  -0.305
C: 2.4626 4.1508 -2.3697  -0.314
C: 1.2126 4.1043 -3.2602  0.249
F: 0.5672 2.9371 -3.1557  -0.263
O: 0.3482 5.0295 -2.6876  -0.328
H: 3.2168 4.7883 -2.8312  0.287
H: 2.7884 3.1280 -2.1806  0.290
H: 1.3111 4.3140 -4.3253  0.265
O: 2.1041 0.5310 1.1920  -0.617
C: 0.8737 0.5391 1.0538  0.787
O: 0.2211 0.4053 -0.1120  -0.355
C: -1.1943 0.5549 -0.0458  -0.317
C: -1.3611 0.7345 1.3955  0.267
F: -1.7687 -0.4784 1.9165  -0.291
O: -0.0010 1.1017 1.8314  -0.311
H: -1.5004 1.4845 -0.5257  0.239
H: -1.7608 -0.2428 -0.5262  0.291
H: -2.1270 1.4484 1.6985  0.304
C: 1.5700 -5.1899 -1.5926  -0.645
O: 2.3210 -6.2081 -2.3291  -0.292
C: 2.5775 -7.3958 -1.7315  0.800
O: 1.9765 -7.8274 -0.7411  -0.578
O: 3.4102 -8.0191 -2.4888  -0.307
C: 3.7515 -9.3394 -2.1559  -0.663
H: 0.5469 -5.4948 -1.3725  0.278
H: 1.4263 -4.1997 -2.0250  0.268
H: 2.1377 -4.9964 -0.6824  0.290
H: 2.8792 -9.9101 -1.8373  0.320
H: 4.5642 -9.4130 -1.4333  0.295
H: 4.2328 -9.7380 -3.0491  0.233
Cl: -9.6420 1.5586 1.9445  -0.123
C: -8.6747 2.9617 2.0752  -0.286
Cl: -6.8891 2.7263 2.2060  -0.138
H: -8.7660 3.5487 1.1613  0.249
H: -9.0885 3.6730 2.7899  0.300
Cl: 8.0542 4.1892 1.6561  -0.151
C: 6.4145 3.5169 1.8223  -0.119
Cl: 5.9110 3.6870 3.5450  -0.149
H: 5.6972 3.9116 1.1029  0.171
H: 6.3927 2.4702 1.5187  0.251
Cl: -2.0975 -4.5687 6.4417  -0.145
C: -0.5070 -4.0299 5.8016  -0.191
Cl: 0.3210 -5.2092 4.6860  -0.150
H: -0.7133 -3.0730 5.3220  0.218
H: 0.2330 -3.8450 6.5802  0.269

Results
HOMO energy in eV: -10.80
Maximum force in Eh/bohr: 0.096
Net charge: 0
SMILES: O=C1OC[C@@H](F)O1.O=C1OC[C@@H](F)O1.O=C1OC[C@@H](F)O1.O=C1OC[C@@H](F)O1.COC(=O)OC.ClCCl.ClCCl.ClCCl

Record 4
Below is 2 unconnected molecules or ions with the total composition C19H22BrCl3NPS in a non-equilibrium geometry, with properties calculated with the ωB97M-V functional and the def2-TZVPD basis.

Last column: Mulliken charge in e.
Atoms and positions in Å:
C: 2.0819 -2.5196 -0.4753  -0.656
C: 1.8690 -1.9794 -2.0067  -0.474
C: 2.6170 -0.5210 -2.1171  0.255
C: 4.2604 -0.5876 -2.4229  -0.459
C: 5.1978 0.7704 -2.5664  -0.357
C: 4.4060 2.2097 -2.3971  0.004
Br: 5.3731 3.9968 -2.5099  -0.188
C: 2.7966 2.2720 -2.0958  0.317
C: 1.8084 0.9319 -1.9292  -0.414
N: 0.3126 1.0225 -1.6683  0.073
C: -0.0360 1.9609 -0.5433  -0.239
C: 0.6633 3.4779 -0.4475  0.332
C: 0.3668 4.5399 0.7665  -0.463
C: -0.6802 4.0506 1.9361  -0.506
C: -1.4008 2.5867 1.8153  -0.497
C: -1.1189 1.4851 0.5854  0.243
P: -2.1049 -0.1142 0.7029  0.208
C: -1.7255 -1.4576 -0.5433  -0.199
C: -1.2089 -2.7997 0.3124  -0.840
C: -4.0238 0.1930 0.5697  -0.499
C: -4.4062 1.7863 0.4284  -0.867
S: 1.8740 3.9291 -1.8561  -0.176
H: 1.6929 -3.6309 -0.3732  0.267
H: 3.2026 -2.3843 -0.1084  0.340
H: 1.4144 -1.8482 0.2442  0.034
H: 0.7693 -2.0056 -2.4023  0.271
H: 2.4862 -2.7179 -2.7125  0.330
H: 4.7938 -1.6503 -2.5186  0.228
H: 6.3567 0.7477 -2.7499  0.297
H: -0.1136 1.4401 -2.5499  0.355
H: 0.9227 5.5768 0.7556  0.283
H: -0.8886 4.7955 2.8426  0.254
H: -2.1563 2.3007 2.6945  0.333
H: -1.0167 -1.2184 -1.4351  0.130
H: -2.7559 -1.8122 -1.0326  0.313
H: -2.1334 -3.4640 0.6675  0.288
H: -0.4913 -2.4994 1.1933  0.112
H: -0.5888 -3.4405 -0.4435  0.235
H: -4.6053 -0.2917 1.4790  0.262
H: -4.3449 -0.3149 -0.4591  0.342
H: -4.1890 2.3126 1.4778  0.194
H: -5.5107 1.9908 0.0734  0.320
H: -3.7123 2.3712 -0.3459  0.259
Cl: -2.1732 -3.9225 5.8808  -0.132
C: -1.1015 -3.8830 4.4704  -0.041
Cl: -1.1810 -5.4160 3.5855  -0.129
Cl: -1.5214 -2.5288 3.4078  -0.041
H: -0.0762 -3.7405 4.8209  0.297

Results
HOMO energy in eV: -7.60
Maximum force in Eh/bohr: 0.106
Net charge: 0
SMILES: CCc1ccc(Br)c2c1Nc1c(cccc1P(CC)CC)S2.ClC(Cl)Cl

Among the records above, which one has the lowest HOMO energy?
C18H24Cl6F4O15